{"formula": "C2H12BClCuN4O2", "method": "the ωB97M-V functional and the def2-TZVPD basis", "species": ["Cu", "B", "H", "H", "H", "H", "Cl", "C", "O", "N", "N", "H", "H", "H", "H", "C", "O", "N", "N", "H", "H", "H", "H"], "positions_angstrom": [[0.284, -11.350, 19.253], [-0.595, -10.880, 21.195], [-1.383, -10.793, 22.067], [0.475, -10.962, 21.708], [-0.875, -11.903, 20.612], [-0.651, -9.932, 20.440], [-0.046, -13.771, 18.853], [0.226, -17.546, 21.843], [-0.550, -17.967, 21.007], [0.523, -18.240, 23.000], [0.930, -16.377, 21.711], [-0.029, -19.043, 23.231], [1.040, -17.744, 23.702], [1.562, -16.049, 22.416], [0.736, -15.803, 20.911], [2.033, -16.589, 16.555], [2.682, -17.352, 15.860], [2.559, -15.994, 17.676], [0.674, -16.421, 16.467], [3.547, -16.171, 17.716], [2.048, -15.435, 18.334], [0.303, -15.614, 16.934], [0.127, -16.874, 15.761]], "energy_ev": -70161.1593, "s_squared": 0.76, "homo_ev": [-9.62, -9.62], "multiplicity": 2, "lumo_ev": [-2.12, -4.79]}



{"formula": "C23H36AsF5NO5PdS2SbTe", "method": "the ωB97M-V functional and the def2-TZVPD basis", "species": ["Pd", "C", "Sb", "C", "C", "H", "H", "H", "H", "H", "H", "H", "H", "H", "O", "C", "N", "S", "O", "O", "C", "C", "C", "C", "C", "C", "H", "H", "H", "H", "C", "S", "O", "C", "C", "C", "C", "C", "C", "H", "H", "H", "H", "H", "H", "H", "H", "C", "C", "As", "C", "C", "C", "C", "H", "H", "H", "H", "H", "H", "H", "H", "H", "H", "H", "H", "H", "H", "H", "F", "Te", "F", "F", "F", "F", "O"], "positions_angstrom": [[0.540, -0.692, -0.561], [4.255, -1.926, -1.627], [2.996, -1.037, -0.101], [4.028, 0.909, -0.363], [4.094, -1.386, 1.736], [5.295, -1.845, -1.321], [4.101, -1.393, -2.564], [3.970, -2.967, -1.745], [5.102, 0.767, -0.271], [3.717, 1.624, 0.395], [3.822, 1.344, -1.337], [5.109, -1.669, 1.476], [3.609, -2.200, 2.263], [4.110, -0.485, 2.343], [1.037, 1.286, 1.139], [1.063, 1.854, 0.039], [1.027, 1.222, -1.138], [1.150, 2.259, -2.378], [2.388, 2.134, -3.098], [-0.029, 2.288, -3.211], [1.134, 3.756, -1.390], [1.047, 5.083, -1.720], [0.899, 6.008, -0.689], [0.835, 5.586, 0.634], [0.924, 4.245, 0.960], [1.067, 3.327, -0.075], [1.079, 5.390, -2.755], [0.811, 7.061, -0.917], [0.698, 6.319, 1.418], [0.856, 3.900, 1.981], [1.302, -0.870, 4.039], [0.911, -1.814, 2.422], [1.155, -3.200, 2.813], [-0.844, -1.540, 2.757], [-1.604, -2.592, 3.226], [-2.938, -2.393, 3.530], [-3.496, -1.132, 3.388], [-2.734, -0.085, 2.890], [-1.406, -0.293, 2.549], [0.667, -1.190, 4.858], [1.136, 0.173, 3.801], [2.342, -1.037, 4.297], [-1.123, -3.551, 3.330], [-3.540, -3.219, 3.883], [-4.529, -0.962, 3.669], [-3.181, 0.895, 2.780], [-0.784, 0.495, 2.138], [-4.528, -1.240, -1.358], [-3.201, -1.478, -0.646], [-1.658, -0.454, -1.359], [-2.445, 1.396, -1.386], [-2.579, 1.984, 0.011], [-1.658, -0.799, -3.312], [-0.207, -0.875, -3.793], [-5.261, -1.977, -1.035], [-4.399, -1.334, -2.436], [-4.916, -0.243, -1.141], [-2.910, -2.525, -0.721], [-3.285, -1.241, 0.418], [-3.413, 1.395, -1.903], [-1.763, 2.001, -1.984], [-3.342, 1.445, 0.574], [-2.843, 3.045, -0.014], [-1.631, 1.882, 0.541], [-2.206, -0.002, -3.834], [-2.145, -1.764, -3.489], [0.269, 0.106, -3.750], [-0.148, -1.238, -4.821], [0.348, -1.577, -3.157], [-1.549, -4.494, 0.243], [0.365, -3.799, -0.359], [0.029, -5.215, -1.989], [-0.962, -2.996, -1.726], [1.444, -2.848, -1.867], [2.643, -3.363, 0.310], [-0.115, -2.237, 0.487]], "energy_ev": -149571.0197, "relative_energy_kcal_mol": 46.6, "homo_ev": -2.54, "multiplicity": 1, "total_charge": -2, "lumo_ev": 3.88}



{"formula": "C6H12O", "method": "the ωB97M-V functional and the def2-TZVPD basis", "species": ["C", "C", "C", "C", "C", "C", "H", "H", "H", "H", "H", "H", "H", "H", "H", "H", "O", "H", "H"], "positions_angstrom": [[0.093, -0.829, 1.277], [-0.396, -0.881, 0.046], [0.250, -0.377, -1.190], [-0.381, -0.788, -2.491], [1.277, 0.477, -1.168], [1.895, 1.073, -2.410], [1.052, -0.386, 1.483], [-0.623, -0.811, 2.092], [-1.475, -0.972, -0.047], [0.432, -0.969, -3.207], [-1.055, -0.139, -3.048], [-0.764, -1.806, -2.449], [1.977, 0.453, -0.342], [2.649, 0.371, -2.780], [2.275, 2.069, -2.207], [1.163, 1.142, -3.215], [-2.648, 1.145, 6.713], [-3.555, 0.843, 6.588], [-2.168, 0.386, 6.355]], "energy_ev": -8462.1373, "relative_energy_kcal_mol": 51.1, "smiles": "C=C/C(C)=C/C.O", "homo_ev": -8.51, "multiplicity": 1, "lumo_ev": 0.77}



{"formula": "C4H9N2", "method": "the ωB97M-V functional and the def2-TZVPD basis", "species": ["C", "C", "C", "N", "H", "H", "H", "H", "H", "C", "N", "H", "H", "H", "H"], "positions_angstrom": [[0.497, -1.630, -1.204], [1.515, -1.320, -0.373], [-1.416, -0.258, -1.136], [-0.404, -0.701, -1.795], [0.338, -2.635, -1.571], [1.880, -0.266, -0.305], [2.058, -2.113, 0.087], [-2.061, 0.482, -1.580], [-1.715, -0.601, -0.127], [-0.108, 2.292, 2.281], [-0.047, 1.220, 1.572], [-1.062, 2.586, 2.709], [0.817, 2.868, 2.432], [0.826, 0.866, 1.159], [-0.858, 0.672, 1.351]], "energy_ev": -7264.5766, "relative_energy_kcal_mol": 82.2, "homo_ev": -12.63, "multiplicity": 1, "total_charge": 1, "lumo_ev": -5.89}



{"formula": "C9H10ClN5O2W", "method": "the ωB97M-V functional and the def2-TZVPD basis", "species": ["Cl", "C", "C", "C", "H", "C", "C", "H", "H", "H", "C", "W", "C", "C", "O", "O", "H", "H", "H", "N", "N", "N", "C", "N", "N", "H", "H", "H"], "positions_angstrom": [[1.643, 0.945, -1.679], [-0.037, 2.770, 1.539], [-1.049, 1.974, 2.119], [-1.860, 1.461, 1.072], [-1.180, 1.779, 3.170], [-1.344, 1.930, -0.161], [-0.232, 2.759, 0.140], [0.419, 3.202, -0.592], [0.746, 3.287, 2.067], [-2.716, 0.817, 1.192], [-1.885, 1.661, -1.521], [0.315, 0.440, 0.860], [0.029, -0.729, 2.368], [2.212, 0.158, 1.263], [-0.141, -1.438, 3.290], [3.356, 0.002, 1.428], [-2.307, 0.659, -1.584], [-1.089, 1.743, -2.260], [-2.672, 2.373, -1.783], [2.108, -3.946, -1.806], [1.198, -3.029, -1.300], [-0.117, -3.123, -1.441], [-0.601, -2.040, -0.799], [0.419, -1.324, -0.292], [1.535, -1.958, -0.608], [3.119, -3.806, -1.660], [1.782, -4.772, -2.329], [-1.649, -1.795, -0.691]], "energy_ev": -35367.8763, "s_squared": 2.04, "relative_energy_kcal_mol": 13.6, "homo_ev": [-16.86, -16.86], "multiplicity": 3, "total_charge": 2, "lumo_ev": [-10.38, -11.26]}



{"formula": "C4H9ClN", "method": "the ωB97M-V functional and the def2-TZVPD basis", "species": ["C", "C", "C", "C", "N", "Cl", "H", "H", "H", "H", "H", "H", "H", "H", "H"], "positions_angstrom": [[-1.382, 0.851, -1.716], [-0.964, 0.629, -0.207], [1.340, 0.256, 0.565], [0.123, -0.201, 0.007], [-2.072, 0.048, -0.913], [2.644, -3.505, 2.214], [-1.741, 1.896, -2.082], [-0.827, 0.540, -2.605], [-1.100, 1.613, 0.292], [1.179, 0.023, 1.630], [1.535, 1.311, 0.523], [2.299, -0.170, 0.169], [-0.189, -1.168, -0.313], [-2.920, 0.442, -0.562], [2.074, -2.564, 2.999]], "energy_ev": -18296.0241, "relative_energy_kcal_mol": 62.6, "homo_ev": -14.48, "multiplicity": 1, "total_charge": 1, "lumo_ev": -6.39}